[1]
Here is a single C2H3N5O molecule in a non-equilibrium geometry from the OMol25 dataset. Energies are from ωB97M-V/def2-TZVPD.

```
11
Properties=species:S:1:pos:R:3
O -1.896 0.804 -0.269
N -1.968 -0.522 0.002
C -0.755 -1.048 0.104
N 0.423 -0.252 0.142
C 0.979 0.967 0.200
N 2.262 0.928 -0.084
N 2.635 -0.399 -0.259
N 1.641 -1.077 -0.044
H -2.769 0.951 -0.216
H -0.812 -2.101 -0.135
H 0.259 1.749 0.559
```

Results
Largest force on an atom, Eh/bohr: 0.1048
Energy relative to the best compared isomer or geometry (same formula, charge and spin), kJ/mol: 486.4
SMILES: O/N=C\n1cnnn1
Net charge: 0
E_HOMO, eV: -10.0
Gap between HOMO and LUMO, eV: 10.08



[2]
Here is a single C3H3NO2 molecule in a non-equilibrium geometry from the OMol25 dataset. Energies are from ωB97M-V/def2-TZVPD.

```
9
Properties=species:S:1:pos:R:3
O -1.868 -0.821 -1.356
C -0.956 -0.372 -0.731
N -0.446 -0.855 0.494
C 0.509 0.118 0.920
C 0.668 0.987 -0.072
O -0.169 0.689 -1.128
H 0.012 -1.702 0.159
H 0.921 0.129 1.920
H 1.330 1.828 -0.205
```

Results
Largest force on an atom, Eh/bohr: 0.0208
Energy relative to the best compared isomer or geometry (same formula, charge and spin), kJ/mol: 114.9
SMILES: O=c1[nH]cco1
Net charge: 0
E_HOMO, eV: -9.5
Gap between HOMO and LUMO, eV: 10.22



[3]
Here is an isolated ion of composition C7H14FN2O2 and charge +1 in a non-equilibrium geometry from the OMol25 dataset. Energies are from ωB97M-V/def2-TZVPD.

```
26
Properties=species:S:1:pos:R:3
C 2.658 0.002 1.012
C 2.470 -1.165 -0.125
O 3.597 -1.773 -0.584
O 1.206 -1.595 -0.744
C 0.108 -1.689 0.231
C -1.113 -0.609 -0.032
N -2.317 -1.376 0.470
C -1.149 0.798 0.808
C -0.731 2.055 -0.213
N -0.225 1.259 -1.425
F -0.081 1.950 -2.612
C -1.126 0.013 -1.549
H 1.650 0.626 1.106
H 3.007 -0.416 2.072
H 3.546 0.696 0.642
H 0.466 -1.687 1.364
H -0.380 -2.767 0.072
H -2.018 -1.787 1.398
H -3.171 -0.784 0.566
H -0.543 0.907 1.808
H -2.250 1.121 1.090
H -1.649 2.794 -0.397
H 0.155 2.675 0.274
H 0.750 0.985 -1.098
H -0.671 -0.723 -2.338
H -2.191 0.492 -1.795
```

Results
Largest force on an atom, Eh/bohr: 0.1844
Energy relative to the best compared isomer or geometry (same formula, charge and spin), kJ/mol: 427.2
SMILES: CC(=O)OC[C@@]1(N)CC[N@H+](F)C1
Net charge: +1
E_HOMO, eV: -13.7
Gap between HOMO and LUMO, eV: 10.48



[4]
Here is a 9-piece molecular cluster, C5H29N3O8 overall in a non-equilibrium geometry from the OMol25 dataset. Energies are from ωB97M-V/def2-TZVPD.

```
45
Properties=species:S:1:pos:R:3
C -3.277 -1.803 1.184
C -1.896 -1.262 0.841
N -1.402 -0.430 1.956
C -1.807 -0.622 -0.582
C -0.477 0.079 -0.778
N 0.661 -0.791 -0.523
C 1.573 -0.446 0.306
N 1.713 0.777 0.951
H -3.976 -0.976 1.289
H -3.170 -2.300 2.155
H -3.562 -2.523 0.427
H -1.055 -1.974 0.770
H -2.176 -0.100 2.527
H -1.016 0.462 1.655
H -2.580 0.100 -0.870
H -1.949 -1.515 -1.237
H -0.421 0.627 -1.729
H -0.549 0.902 -0.045
H 2.404 -1.101 0.550
H 1.144 1.605 0.880
H 2.079 0.624 1.885
O -0.392 3.559 -0.821
H 0.307 4.215 -0.712
H 0.137 2.818 -1.195
O 0.195 -3.077 -2.047
H 0.232 -2.342 -1.368
H -0.770 -3.034 -2.081
O 1.704 1.451 3.855
H 2.198 0.714 4.202
H 0.747 1.348 3.727
O 0.616 0.197 -4.838
H 1.260 0.665 -4.290
H 0.931 -0.715 -4.824
O -0.585 2.993 1.781
H -1.094 3.185 0.971
H -0.774 3.752 2.334
O 1.849 2.211 -1.564
H 1.839 1.566 -2.276
H 2.760 2.144 -1.233
O 2.053 -1.900 -3.667
H 1.454 -2.629 -3.838
H 1.878 -1.792 -2.721
O 1.391 -1.349 3.064
H 0.636 -1.101 2.514
H 1.165 -2.215 3.416
```

Results
Largest force on an atom, Eh/bohr: 0.0395
Energy relative to the best compared isomer or geometry (same formula, charge and spin), kJ/mol: 74.0
SMILES: C[C@H](N)CC/N=C\N.O.O.O.O.O.O.O.O
Net charge: 0
E_HOMO, eV: -9.5
Gap between HOMO and LUMO, eV: 9.77



[5]
Here is C16H23BN6O2ReS2 as an isolated structure from the OMol25 dataset. Energies are from ωB97M-V/def2-TZVPD.

```
51
Properties=species:S:1:pos:R:3
Re -0.161 0.003 0.159
C -0.971 -2.597 2.398
C -1.168 -1.109 2.371
C -0.548 -0.280 3.331
C -0.823 1.068 3.384
C -1.760 1.652 2.510
C -2.409 0.858 1.593
C -2.069 -0.516 1.470
H 0.075 -2.865 2.544
H -1.333 -3.069 1.485
H -1.544 -3.006 3.233
H 0.152 -0.720 4.031
H -0.331 1.683 4.127
H -2.002 2.703 2.597
H -3.184 1.272 0.958
H -2.679 -1.163 0.847
N -1.463 1.215 -1.298
N -0.596 1.828 -2.212
C 0.758 1.834 -1.956
O 1.563 2.409 -2.609
O 1.068 1.093 -0.852
H -2.098 0.592 -1.797
H -2.020 1.922 -0.817
H -0.970 2.392 -2.961
C -2.821 -3.420 -1.728
N -1.582 -3.845 -1.066
C -1.372 -5.102 -0.568
C -0.087 -5.142 -0.133
N 0.489 -3.922 -0.376
B 1.998 -3.710 0.138
N 2.706 -2.459 -0.484
C 3.680 -2.514 -1.454
C 4.312 -1.317 -1.485
N 3.727 -0.531 -0.515
C 4.162 0.832 -0.173
C 2.751 -1.239 0.060
S 1.688 -0.752 1.363
C -0.433 -3.139 -0.935
S -0.214 -1.545 -1.604
H -3.626 -4.057 -1.372
H -2.728 -3.520 -2.806
H -3.041 -2.386 -1.478
H -2.136 -5.861 -0.581
H 0.470 -5.945 0.318
H 2.606 -4.687 -0.206
H 1.944 -3.583 1.335
H 3.866 -3.411 -2.018
H 5.134 -0.964 -2.084
H 5.180 0.950 -0.532
H 4.150 0.951 0.906
H 3.519 1.563 -0.650
```

Results
Largest force on an atom, Eh/bohr: 0.0135
Multiplicity: 4
Energy relative to the best compared isomer or geometry (same formula, charge and spin), kJ/mol: 51.8
Net charge: +2
E_HOMO (spin up / spin down), eV: -14.8 / -14.8
Gap between HOMO and LUMO (spin up / spin down), eV: 6.97 / 6.64



[6]
Here is an isolated ion of composition C5H9N2 and charge +1 in a non-equilibrium geometry from the OMol25 dataset. Energies are from ωB97M-V/def2-TZVPD.

```
16
Properties=species:S:1:pos:R:3
C 0.613 0.287 1.486
C 0.496 -1.188 1.483
C 0.887 -1.773 -0.857
C -0.850 1.565 -0.028
C -1.632 2.288 -0.965
N -0.079 0.977 0.626
N 1.322 -1.581 0.340
H 1.436 0.779 1.969
H 0.907 -1.625 2.391
H -0.527 -1.535 1.326
H -0.167 -1.935 -1.017
H 1.550 -1.750 -1.705
H -2.556 1.741 -1.161
H -1.107 2.462 -1.910
H -1.908 3.252 -0.531
H 2.323 -1.446 0.475
```

Results
Largest force on an atom, Eh/bohr: 0.0470
Energy relative to the best compared isomer or geometry (same formula, charge and spin), kJ/mol: 421.3
Net charge: +1
E_HOMO (spin up / spin down), eV: -11.3 / -11.3
Gap between HOMO and LUMO (spin up / spin down), eV: 6.76 / 6.75



[7]
Here is a 2-piece molecular cluster, C22H29O2Si overall in a non-equilibrium geometry from the OMol25 dataset. Energies are from ωB97M-V/def2-TZVPD.

```
54
Properties=species:S:1:pos:R:3
C -4.705 1.368 -0.704
Si -3.812 0.766 0.818
C -4.311 1.823 2.275
C -4.325 -1.000 1.147
O -2.155 0.840 0.509
C -1.288 1.547 1.333
C -0.701 0.965 2.387
C -1.011 2.949 1.040
C -1.414 3.524 -0.079
H -5.780 1.316 -0.562
H -4.425 2.397 -0.910
H -4.428 0.752 -1.553
H -5.388 1.775 2.412
H -3.828 1.469 3.180
H -4.026 2.856 2.104
H -5.397 -1.057 1.311
H -4.066 -1.623 0.296
H -3.815 -1.376 2.028
H -0.024 1.513 3.010
H -0.887 -0.064 2.609
H -0.446 3.511 1.765
H -1.208 4.553 -0.302
H -1.968 2.962 -0.804
C 7.206 -1.326 1.777
O 6.790 -0.059 1.314
C 5.520 -0.013 0.767
C 5.096 1.209 0.207
C 3.876 1.336 -0.391
C 2.979 0.242 -0.481
C 1.752 0.421 -1.161
C 0.787 -0.543 -1.575
C -0.443 -0.096 -2.095
C -1.420 -0.982 -2.479
C -1.225 -2.354 -2.367
C -2.309 -3.308 -2.733
C 0.007 -2.814 -1.915
C 0.995 -1.935 -1.546
C 3.384 -0.960 0.156
C 4.612 -1.090 0.738
H 8.210 -1.233 2.194
H 6.536 -1.679 2.563
H 7.238 -2.034 0.946
H 5.768 2.047 0.256
H 3.579 2.281 -0.816
H 1.516 1.442 -1.416
H -0.608 0.962 -2.190
H -2.352 -0.616 -2.874
H -2.070 -4.322 -2.413
H -3.250 -3.032 -2.256
H -2.476 -3.332 -3.810
H 0.188 -3.875 -1.865
H 1.967 -2.322 -1.311
H 2.676 -1.760 0.260
H 4.878 -2.021 1.204
```

Results
Largest force on an atom, Eh/bohr: 0.0538
Energy relative to the best compared isomer or geometry (same formula, charge and spin), kJ/mol: 184.7
Net charge: +1
E_HOMO, eV: -11.2
Gap between HOMO and LUMO, eV: 5.86



> Among the records above, which one has the highest largest force on an atom?

C7H14FN2O2



> The highest largest force on an atom belongs to which entry?

C7H14FN2O2



> Look up the net charge of the third one.

+1